{
  "formula": "C15H32Cl6N4O4",
  "method": "wB97M-V/def2-TZVPD",
  "symbols": ["Cl", "C", "C", "Cl", "H", "H", "H", "H", "C", "O", "N", "C", "C", "H", "H", "H", "H", "H", "H", "H", "C", "O", "N", "C", "C", "H", "H", "H", "H", "H", "H", "H", "C", "O", "N", "C", "C", "H", "H", "H", "H", "H", "H", "H", "C", "O", "N", "C", "C", "H", "H", "H", "H", "H", "H", "H", "C", "Cl", "Cl", "Cl", "Cl"],
  "positions_angstrom": [[-0.814, -2.718, -4.306], [-1.478, -3.324, -2.770], [-0.992, -4.706, -2.434], [0.772, -4.758, -2.072], [-2.556, -3.399, -2.900], [-1.264, -2.574, -2.016], [-1.179, -5.346, -3.286], [-1.457, -4.971, -1.498], [-0.103, 0.836, 2.738], [-1.206, 1.335, 2.614], [0.416, 0.513, 3.951], [1.683, -0.168, 4.090], [-0.329, 0.692, 5.166], [0.625, 0.662, 1.939], [1.546, -1.009, 4.773], [2.437, 0.490, 4.540], [2.106, -0.489, 3.141], [-0.733, -0.286, 5.452], [0.343, 1.023, 5.957], [-1.145, 1.388, 5.040], [-3.301, -2.779, 0.519], [-3.963, -3.610, -0.063], [-2.425, -3.063, 1.519], [-1.570, -2.051, 2.104], [-2.072, -4.399, 1.885], [-3.298, -1.707, 0.266], [-0.530, -2.386, 2.126], [-1.860, -2.010, 3.160], [-1.663, -1.091, 1.611], [-2.153, -4.550, 2.962], [-2.678, -5.131, 1.361], [-1.034, -4.625, 1.607], [-0.676, 6.606, -2.241], [-0.243, 5.585, -2.703], [-1.520, 6.652, -1.185], [-2.044, 7.908, -0.695], [-1.879, 5.477, -0.469], [-0.426, 7.613, -2.604], [-1.828, 8.704, -1.403], [-1.605, 8.166, 0.271], [-3.124, 7.794, -0.597], [-2.950, 5.275, -0.581], [-1.347, 4.613, -0.851], [-1.663, 5.529, 0.602], [5.618, -2.289, -1.864], [6.613, -1.648, -1.543], [4.407, -1.759, -2.159], [4.257, -0.322, -2.230], [3.307, -2.587, -2.567], [5.626, -3.393, -1.927], [3.320, 0.008, -1.785], [4.336, 0.032, -3.263], [5.045, 0.161, -1.656], [3.063, -2.431, -3.628], [3.582, -3.621, -2.379], [2.351, -2.359, -2.095], [-0.460, 0.881, -1.550], [0.261, -0.317, -0.474], [-2.219, 0.868, -1.357], [0.076, 2.484, -1.032], [0.000, 0.584, -3.212]],
  "total_energy_ev": -105358.7899,
  "spin_multiplicity": 1,
  "homo_lumo_gap_ev": 9.3,
  "relative_energy_kj_mol": 0.0
}